Below is C53H53F5IKN8O2S as an isolated structure in a non-equilibrium geometry, with properties calculated with ωB97M-V with the def2-TZVPD basis set.

Each line ends with the Mulliken charge.
Geometry (Å):
K  -0.029  0.572  -0.891  1.312
C  1.249  -4.525  0.589  -1.531
C  -0.212  -4.283  0.975  1.163
C  -0.911  -5.612  1.282  -1.649
C  -0.354  -3.336  2.149  1.075
C  0.267  -3.650  3.350  -0.347
C  0.098  -2.866  4.483  -1.191
C  -0.738  -1.759  4.405  -0.579
C  -1.380  -1.405  3.226  2.031
C  -2.255  -0.166  3.213  1.555
C  -3.434  -0.277  4.185  -2.134
C  -1.426  1.082  3.539  -1.342
C  -1.177  -2.176  2.044  -1.476
N  -1.613  -1.754  0.817  1.021
C  -2.905  -1.709  0.378  -0.306
C  -3.292  -1.009  -0.803  -2.145
N  -2.467  -0.180  -1.450  1.986
C  -2.670  0.283  -2.733  -0.946
C  -2.790  1.678  -2.958  0.962
C  -2.934  2.159  -4.252  -0.390
C  -2.955  1.299  -5.341  -1.565
C  -2.812  -0.063  -5.128  -0.293
C  -2.657  -0.589  -3.852  0.321
C  -2.402  -2.076  -3.682  1.832
C  -1.086  -2.470  -4.361  -1.534
C  -3.559  -2.924  -4.221  -1.641
C  -2.864  2.603  -1.761  2.941
C  -2.331  4.011  -2.031  -2.235
C  -4.307  2.672  -1.247  -1.853
C  -4.725  -1.286  -1.045  -0.087
C  -5.664  -0.888  -1.975  0.657
C  -6.995  -1.347  -1.831  -0.985
C  -7.392  -2.181  -0.811  -0.976
C  -6.448  -2.609  0.162  1.330
C  -6.672  -3.478  1.275  -1.117
C  -5.614  -3.819  2.089  -1.144
C  -4.303  -3.322  1.913  0.260
C  -4.061  -2.427  0.875  -0.143
C  -5.156  -2.130  0.007  -0.478
H  1.304  -5.106  -0.334  0.444
H  1.786  -5.071  1.371  0.334
H  1.762  -3.577  0.419  0.071
H  -0.716  -3.835  0.123  -0.189
H  -0.439  -6.126  2.125  0.304
H  -0.871  -6.274  0.413  0.460
H  -1.960  -5.435  1.529  0.343
H  0.892  -4.537  3.410  0.352
H  0.589  -3.120  5.416  0.405
H  -0.892  -1.154  5.294  0.366
H  -2.671  -0.053  2.210  -0.314
H  -3.082  -0.397  5.214  0.314
H  -4.061  -1.129  3.931  0.387
H  -4.046  0.628  4.137  0.492
H  -1.105  1.073  4.584  0.460
H  -2.009  1.990  3.372  0.654
H  -0.539  1.121  2.905  -0.037
H  -3.043  3.225  -4.416  0.268
H  -3.073  1.689  -6.346  0.365
H  -2.813  -0.735  -5.981  0.330
H  -2.294  -2.289  -2.620  -0.773
H  -1.117  -2.261  -5.433  0.319
H  -0.893  -3.537  -4.218  0.420
H  -0.259  -1.914  -3.916  0.219
H  -3.691  -2.781  -5.298  0.306
H  -4.491  -2.661  -3.721  0.284
H  -3.363  -3.985  -4.039  0.439
H  -2.262  2.164  -0.966  -1.048
H  -2.972  4.563  -2.724  0.390
H  -1.321  3.976  -2.446  0.277
H  -2.294  4.565  -1.090  0.535
H  -4.971  3.026  -2.041  0.313
H  -4.368  3.355  -0.396  0.474
H  -4.644  1.685  -0.928  0.262
H  -5.408  -0.248  -2.809  0.619
H  -7.728  -1.028  -2.565  0.404
H  -8.424  -2.511  -0.745  0.347
H  -7.665  -3.870  1.469  0.340
H  -5.794  -4.499  2.917  0.380
H  -3.512  -3.640  2.581  0.647
N  3.050  -1.851  2.831  0.520
C  1.778  -1.528  2.538  -0.769
N  1.711  -1.092  1.311  1.229
C  3.000  -1.166  0.865  0.177
N  3.847  -1.626  1.771  -1.194
C  3.386  -0.810  -0.495  -0.015
C  4.689  -1.006  -0.956  -0.332
N  5.055  -0.742  -2.200  -0.714
C  4.097  -0.270  -3.001  -0.466
C  2.805  -0.066  -2.551  -0.701
N  2.434  -0.333  -1.305  0.660
H  3.447  -2.184  3.690  0.282
H  0.944  -1.650  3.217  -0.182
H  5.443  -1.400  -0.285  0.485
H  4.384  -0.057  -4.022  0.408
H  2.034  0.316  -3.210  0.374
O  -1.429  1.904  1.098  -0.315
H  -1.924  1.093  1.290  -0.123
H  -0.712  1.934  1.756  0.258
O  0.020  -1.971  -1.120  -0.625
H  -0.652  -1.979  -0.378  -0.644
H  0.851  -1.818  -0.659  0.010
I  3.786  0.983  5.730  -0.016
C  2.821  1.967  4.126  -0.384
C  3.462  3.008  3.473  -0.236
C  2.789  3.593  2.409  -0.638
C  1.533  3.125  2.069  -0.501
N  0.923  2.133  2.721  -0.228
C  1.565  1.557  3.734  -0.420
H  4.445  3.343  3.773  0.395
H  3.243  4.394  1.843  0.433
H  0.984  3.548  1.236  0.665
H  1.046  0.751  4.240  0.113
F  -0.256  7.192  -4.810  -0.354
C  0.313  6.266  -4.021  0.731
C  0.562  6.532  -2.687  0.134
F  0.211  7.729  -2.184  -0.364
C  1.170  5.590  -1.887  0.090
F  1.387  5.921  -0.603  -0.356
C  1.559  4.318  -2.349  0.198
S  2.334  3.173  -1.352  -0.194
C  1.269  4.091  -3.708  -0.054
F  1.576  2.902  -4.248  -0.397
C  0.669  5.027  -4.523  0.120
F  0.440  4.757  -5.817  -0.384

The spin multiplicity is 1. For the maximum force, the calculation gives 1.9 eV/A. As for the total charge: -2. The HOMO-LUMO gap (alpha / beta) is 0.10844 / 0.10420 Ha. The energy is -4435.19069 a.u. The calculation puts the lowest unoccupied orbital energy (alpha / beta) at 0.1063 / 0.1063 Eh.